Entry 1:
This record from OMol25 describes a cluster of 2 separate species, C2H2Si in total. The level of theory is ωB97M-V/def2-TZVPD.

As for the HOMO energy (alpha / beta): -0.361 / -0.351 hartree. The value obtained for the energy above the lowest of the compared OMol25 structures with the same formula, charge and spin is 4.0820 eV.

Geometry as XYZ:
```
5
Properties=species:S:1:pos:R:3:lowdin_charge:R:1
H 0.735 -0.251 1.550 -0.161
H 2.572 0.956 -1.817 0.055
C 2.896 3.088 0.652 -0.143
Si 0.601 1.092 1.044 0.820
C 1.953 2.333 0.907 -0.571
```


Entry 2:
This record from OMol25 describes a cluster of 3 separate species, C2H2Si in total. The level of theory is ωB97M-V/def2-TZVPD.

As for the HOMO energy (alpha / beta): -0.366 / -0.366 hartree. The value obtained for the energy above the lowest of the compared OMol25 structures with the same formula, charge and spin is 0.9526 eV.

Geometry as XYZ:
```
5
Properties=species:S:1:pos:R:3:lowdin_charge:R:1
C -2.043 -3.116 0.390 -0.120
H 2.161 2.308 -0.538 -0.007
C -1.801 -1.891 0.172 -0.649
Si -0.847 -0.378 0.296 0.764
H 2.530 3.077 -0.320 0.013
```


Entry 3:
This record from OMol25 describes a cluster of 15 separate species, C2H31O16 in total. The level of theory is ωB97M-V/def2-TZVPD.

As for the HOMO energy: -0.265 hartree. Its charge is -1. The value obtained for the energy above the lowest of the compared OMol25 structures with the same formula, charge and spin is 0.1182 eV.

Geometry as XYZ:
```
49
Properties=species:S:1:pos:R:3:lowdin_charge:R:1
H -0.330 4.071 1.553 0.026
H 3.574 0.446 4.007 0.019
H -1.207 -1.323 -0.912 0.046
H -2.836 -2.448 -2.346 0.029
H -2.421 1.277 -1.091 0.001
H -0.259 0.009 -3.473 0.025
H -3.491 -2.377 -3.693 0.016
H -0.261 -4.654 0.445 0.017
O 2.083 -2.276 -0.060 -0.076
H -0.476 -1.400 2.370 0.009
H 3.390 -1.460 -2.839 0.045
H 1.374 1.470 -1.752 0.067
O -1.154 3.569 1.583 -0.061
H 0.843 -1.067 -3.401 0.016
H -0.869 -1.755 -2.296 0.013
C 1.196 1.889 -0.761 0.007
H 1.703 -3.173 0.001 0.035
H -0.464 -3.615 -0.623 0.021
H 3.678 1.015 2.658 0.029
O -2.385 2.114 -0.632 -0.063
H 2.454 -1.676 -1.739 0.025
C 0.800 0.794 0.234 -0.654
H 1.655 2.423 1.917 -0.028
O 4.056 1.151 3.547 -0.074
O 2.442 -1.555 -2.724 -0.072
H -0.699 -0.798 1.040 -0.034
H -3.477 1.144 -2.935 0.045
H 1.445 -1.600 0.273 0.028
H -2.778 -0.237 -3.137 0.011
O -2.628 0.714 -3.025 -0.056
H -1.200 2.997 0.830 -0.029
H 2.327 3.606 2.794 0.024
H 2.121 2.397 -0.445 0.075
H -2.032 0.352 2.477 0.009
O 1.545 3.310 2.331 -0.091
H -3.154 2.254 -0.033 0.072
O -1.095 -1.421 1.650 -0.045
O -0.001 -4.472 -0.441 -0.069
H 1.038 0.308 3.595 0.033
O -2.403 1.217 2.747 -0.081
O 1.238 -0.561 3.973 -0.036
O -3.667 -2.117 -2.804 -0.084
H -1.768 1.929 2.617 -0.010
O 0.260 -0.203 -0.265 -0.065
O 1.160 0.965 1.443 -0.057
H 0.464 2.732 -0.793 0.086
O -1.346 -2.093 -1.511 -0.084
H 1.656 -0.961 3.252 -0.011
O -0.102 -0.913 -3.605 -0.046
```


Entry 4:
This record from OMol25 describes a cluster of 15 separate species, C2H33NO18 in total. The level of theory is ωB97M-V/def2-TZVPD.

As for the HOMO energy: -0.390 hartree. The value obtained for the energy above the lowest of the compared OMol25 structures with the same formula, charge and spin is 2.6179 eV.

Geometry as XYZ:
```
54
Properties=species:S:1:pos:R:3:lowdin_charge:R:1
O 2.387 0.897 -0.979 -0.036
H -0.316 2.827 1.799 0.029
O -3.123 -0.349 -1.392 -0.034
H -0.188 2.221 -1.022 0.013
H -2.612 3.351 -0.828 0.073
H 1.167 -2.503 -2.588 0.045
H 1.448 0.805 -0.803 -0.002
O -0.166 -0.025 -0.078 0.076
O -2.864 1.335 1.624 -0.048
O 1.617 -3.904 0.770 0.033
O 1.911 -2.113 -2.137 -0.021
H -3.246 2.094 2.074 0.066
H 1.245 -0.458 3.165 -0.009
O -0.406 -0.686 2.072 0.083
O 3.788 0.626 1.530 -0.069
O -0.679 2.823 0.902 -0.055
H -1.797 -2.914 -2.661 0.047
H 2.621 0.171 -1.559 0.035
H 2.240 2.102 2.425 0.030
H -0.751 1.235 3.180 -0.016
H -3.178 0.597 2.147 0.057
H -2.067 0.758 -3.340 -0.005
O -1.619 -2.641 -1.760 -0.045
O -0.570 -4.205 1.237 0.061
H 1.455 2.169 3.712 0.055
H 0.342 2.919 -2.176 0.102
O 2.155 -0.753 3.197 -0.047
H -2.455 0.280 -1.132 -0.009
H 2.712 0.008 3.017 -0.010
O 1.196 0.581 -4.004 -0.050
H 0.620 -2.041 -0.550 0.096
C -0.090 -0.931 0.931 -0.536
H 2.761 -2.404 -2.463 0.066
H 0.557 -3.036 2.267 0.159
C 0.447 -3.279 1.207 -0.459
H -0.856 -4.390 0.331 0.101
H -0.957 0.319 4.326 0.046
O -1.426 0.989 3.816 -0.064
H 0.922 1.055 -3.209 -0.014
O -2.322 2.496 -1.154 -0.040
H 3.647 -0.322 1.423 0.043
H -2.605 2.391 -2.048 0.040
H 2.241 -3.526 0.152 0.081
H 0.853 -0.313 -4.022 0.034
O -1.488 0.663 -4.101 -0.050
H -1.263 2.052 0.848 -0.019
H -1.495 -1.694 -1.692 -0.006
H -0.608 0.937 -3.823 -0.031
H -0.369 0.880 0.193 0.062
O 0.008 2.037 -1.957 -0.071
O 1.451 2.509 2.813 -0.033
N 0.260 -2.111 0.387 0.176
H 3.321 0.883 0.712 0.014
H -3.857 -0.412 -0.781 0.059
```


Entry 5:
This record from OMol25 describes a cluster of 15 separate species, C2H34O16 in total. The level of theory is ωB97M-V/def2-TZVPD.

As for the HOMO energy: -0.384 hartree. The value obtained for the energy above the lowest of the compared OMol25 structures with the same formula, charge and spin is 1.8024 eV.

Geometry as XYZ:
```
52
Properties=species:S:1:pos:R:3:lowdin_charge:R:1
H 1.272 0.517 0.242 0.143
O -2.879 -1.142 -2.032 0.011
C -0.572 0.835 1.561 0.022
H -2.065 -0.731 2.898 0.026
H -4.583 0.362 -0.192 0.135
O 0.008 -0.690 -0.334 -0.055
H -0.510 2.002 1.762 0.150
H 2.470 2.477 -0.231 -0.097
H -0.109 -0.427 -2.175 0.064
O -0.062 -0.269 -3.216 -0.172
H -1.613 0.642 1.451 0.034
H -1.246 -1.685 3.550 0.065
O 3.213 2.069 -0.083 0.019
O -4.207 0.089 0.761 -0.116
H -0.821 -1.149 -0.093 0.064
H 1.649 1.873 -3.665 0.067
H 3.490 0.376 0.600 -0.037
H -2.491 -1.505 -1.230 0.002
O 2.337 -2.982 -0.100 -0.079
H -3.017 -0.877 0.862 0.037
H 2.433 -0.218 -1.372 -0.021
O -2.092 -1.697 3.031 -0.066
O 0.866 2.101 -3.148 -0.074
O -2.415 -1.658 0.488 -0.156
H -4.153 1.019 1.182 0.113
O -2.867 1.586 -0.835 -0.072
H -1.911 1.704 -0.904 -0.011
O 1.091 -3.069 2.268 -0.073
H 1.711 -2.395 -0.626 0.057
O -0.323 1.537 -0.704 -0.071
O 1.261 3.992 -0.628 -0.046
H 1.553 -0.595 -2.516 -0.005
H 2.246 -0.670 3.389 0.102
H 1.285 -2.837 1.314 0.021
H 0.849 3.318 -1.118 -0.039
C 0.101 0.594 0.225 -0.472
H -2.340 -2.415 1.156 0.105
H -1.120 -0.354 -3.314 0.128
H -3.335 -0.489 -1.704 -0.101
H 2.646 -1.061 0.934 0.039
H 1.061 -1.770 3.643 -0.102
O 1.356 -0.962 3.852 -0.071
O 3.227 -0.290 1.200 -0.067
H 0.110 1.251 -1.597 0.100
H 2.974 -3.168 -0.784 0.058
H -3.099 1.613 -1.786 0.068
H 0.128 1.654 -3.656 0.072
O 2.151 -0.922 -1.862 0.009
H 3.745 2.888 -0.102 0.096
H 1.902 -3.574 2.311 0.047
H -0.163 0.310 2.401 0.055
H 0.860 4.788 -1.074 0.092
```


Entry 6:
This record from OMol25 describes a cluster of 17 separate species, C2H37O17 in total. The level of theory is ωB97M-V/def2-TZVPD.

As for the HOMO energy: -0.236 hartree. Its charge is -1. The value obtained for the energy above the lowest of the compared OMol25 structures with the same formula, charge and spin is 2.2040 eV.

Geometry as XYZ:
```
56
Properties=species:S:1:pos:R:3:lowdin_charge:R:1
O -0.255 0.599 -2.683 -0.025
H 0.162 2.120 2.258 -0.009
H -2.976 2.788 1.723 0.031
H -3.127 2.206 -0.676 0.003
O 1.452 3.108 0.427 -0.078
H -0.222 -2.792 3.020 0.032
O 2.448 -1.864 -2.791 -0.044
O -0.775 -2.472 -3.134 -0.061
H 2.326 0.258 1.980 -0.019
H -3.410 3.910 0.726 0.084
H 0.295 0.383 1.245 0.052
H -0.482 -3.490 1.011 -0.050
H -0.474 -2.128 -4.005 0.068
H 1.397 2.432 -0.236 -0.045
O -2.961 3.048 0.832 -0.022
H -0.553 3.981 -2.661 0.065
O -0.541 3.320 -1.965 -0.027
H -2.071 0.280 -3.799 -0.028
H 0.630 3.650 0.417 0.056
H -0.379 1.495 -2.451 -0.027
O 2.548 1.118 2.352 -0.084
O 2.129 -1.503 1.257 -0.064
H 2.057 1.271 -1.920 0.046
H -1.453 0.367 1.350 0.090
C -0.679 -1.025 -0.127 -0.366
O 0.416 0.087 4.429 -0.059
H 1.774 -1.631 -2.180 -0.044
H 2.301 1.777 1.655 0.010
H -2.193 1.147 -1.423 0.005
H -0.853 -1.908 0.488 0.095
H -0.650 1.163 -0.049 0.057
H 1.074 -2.928 -0.551 -0.033
O -2.364 -0.502 -4.232 -0.087
H -1.918 -1.248 -3.773 -0.015
H 1.400 0.313 -0.909 0.013
H 0.094 0.874 3.887 0.040
H 2.022 -2.349 -3.517 0.037
O 2.042 1.049 -1.005 -0.031
O 0.574 -2.312 3.336 -0.087
H -0.393 -1.988 -2.387 -0.005
C -0.614 0.311 0.644 -0.051
H 1.647 -1.755 2.034 -0.029
O -2.936 1.762 -1.535 -0.074
H -0.118 0.075 -1.907 -0.036
H 1.376 -1.391 0.611 0.003
H 0.786 2.865 3.355 0.021
H 0.270 -4.588 1.711 0.076
O 1.334 -3.833 -0.717 -0.032
O -0.602 -4.144 1.633 -0.024
H 1.282 -4.171 0.156 -0.017
H -1.465 3.139 -1.872 -0.001
H 1.182 0.379 4.873 0.030
H 0.394 -1.462 3.764 -0.015
H -1.383 -1.007 -0.939 0.098
O 0.456 -1.277 -0.847 -0.401
O -0.020 2.495 3.114 -0.024
```


Look up the energy above the lowest of the compared OMol25 structures with the same formula, charge and spin of the fifth one.
1.8024 eV


Number 3 is which compound?
C2H31O16